No. 1
166
Properties=species:S:1:pos:R:3:forces:R:3:lowdin_charge:R:1 method="wB97M-V/def2-TZVPD" spin_multiplicity=5 homo_lumo_gap_ha="0.22685 / 0.22799" e_above_lowest_ev=7.4511 total_charge=-1
Pt 21.0930 -3.4360 -4.8509 2.110 0.057 -0.663 1.178
Pt 21.6592 -5.6254 -1.9913 0.193 0.633 -1.857 1.161
B 19.8722 -4.3434 -3.1516 -0.786 0.011 0.101 -0.553
H 18.8892 -4.3729 -3.5954 -3.253 -0.477 -0.940 0.012
H 19.8798 -4.7819 -2.1657 -0.805 -0.508 4.790 -0.039
H 20.5196 -5.0694 -3.6186 1.751 -2.987 -2.646 -0.085
H 20.3901 -3.3974 -3.1198 1.461 4.074 0.850 -0.042
B 19.1008 -3.0578 -6.0275 -0.530 0.093 -0.544 -0.463
H 19.7564 -2.2418 -5.7653 2.470 3.669 0.453 -0.061
H 19.3626 -4.0416 -5.6701 0.646 -3.877 0.791 -0.063
H 18.2066 -2.8366 -5.4656 -3.246 0.822 2.359 -0.028
H 18.7664 -3.0810 -7.0531 -0.487 -0.092 -4.181 -0.042
B 20.1926 -7.3089 -1.2032 -0.160 0.963 0.371 -0.450
H 19.5333 -8.1472 -1.0397 -1.896 -2.617 0.464 -0.024
H 21.2442 -7.5261 -1.3088 4.795 -1.733 0.227 -0.055
H 19.9463 -6.8717 -2.1584 -1.676 1.228 -3.528 -0.076
H 20.0168 -6.5718 -0.4350 -0.781 2.769 3.260 -0.033
C 23.0845 -7.4774 -6.4476 -2.211 1.612 0.585 -0.638
F 24.2792 -7.2536 -5.9908 1.244 0.894 0.179 0.163
F 22.9087 -6.8966 -7.6675 0.378 -0.749 0.937 0.110
F 22.9413 -8.7628 -6.5062 -0.558 -1.459 -0.515 0.165
S 21.6908 -6.7115 -5.2859 -1.516 2.430 -0.018 0.607
O 22.0934 -6.7277 -3.8695 1.443 -1.161 -1.213 -0.425
O 21.6191 -5.3331 -5.8431 0.946 -2.676 -0.243 -0.433
O 20.4361 -7.4099 -5.4756 1.643 -1.003 -0.973 -0.291
C 24.1242 -3.8072 -3.4138 -0.903 -0.874 0.776 -0.242
O 22.7348 -3.9637 -3.2931 -0.553 -0.530 0.809 -0.505
H 24.5177 -4.0639 -2.4302 0.713 0.368 0.047 0.062
H 24.5597 -4.5217 -4.1124 0.175 -0.114 -0.417 0.058
H 24.3908 -2.7915 -3.7060 0.080 0.226 0.013 0.057
C 21.6049 -4.5080 -9.5402 -1.398 0.206 -1.107 -0.035
C 20.9381 -3.1880 -10.0996 1.417 -2.188 -0.553 -0.413
C 19.5574 -3.4397 -10.7025 -0.695 1.443 0.569 -0.128
O 19.0368 -2.1392 -11.2055 1.402 -0.911 0.332 -0.185
C 18.3037 -2.3423 -12.3524 -1.513 -0.585 -0.875 -0.177
N 20.8641 -2.3373 -8.9758 -1.290 1.595 0.112 0.039
H 21.5121 -5.2430 -10.3397 0.372 -0.409 0.120 0.065
H 20.9926 -4.8448 -8.7037 -0.139 -0.046 0.048 0.061
H 22.6180 -4.4724 -9.1396 0.074 0.493 -0.446 0.066
H 21.5476 -2.7188 -10.8718 0.270 -0.076 -0.114 0.137
H 18.8903 -3.6562 -9.8681 -0.147 -0.626 0.000 0.131
H 19.4635 -4.1994 -11.4785 0.331 0.007 -0.035 0.117
H 17.7996 -1.4501 -12.7238 0.409 0.371 0.295 0.085
H 17.4907 -3.0478 -12.1806 -0.384 -0.192 0.300 0.083
H 18.8181 -2.8094 -13.1922 0.750 0.188 -0.106 0.081
H 20.2907 -1.5741 -9.3055 0.284 1.165 -0.012 0.094
H 20.1367 -2.7493 -8.4090 -0.072 -0.516 1.247 0.042
C 27.4476 -11.5481 -3.1531 -1.019 0.686 -2.162 -0.086
C 27.8484 -10.4881 -2.1351 -0.294 -2.114 -0.111 -0.379
C 26.7133 -9.5153 -1.6951 1.348 0.309 0.743 -0.170
O 26.5149 -8.2761 -2.3784 0.708 -1.095 0.457 -0.154
C 25.7425 -8.4158 -3.5101 -0.521 0.611 -1.615 -0.137
N 28.3372 -11.3280 -1.0121 0.678 0.770 1.091 0.015
H 28.1969 -12.2544 -3.5104 0.736 0.388 0.374 0.072
H 27.1326 -11.0266 -4.0569 -0.194 -0.081 -0.424 0.055
H 26.6239 -12.2240 -2.9233 -0.348 0.408 0.734 0.081
H 28.7434 -9.9992 -2.5198 -0.358 0.397 0.061 0.099
H 27.0504 -9.1569 -0.7225 -0.198 -0.303 0.297 0.118
H 25.7846 -10.0759 -1.5892 -0.215 0.078 -0.152 0.103
H 26.2580 -8.8573 -4.3630 0.316 -0.524 0.046 0.059
H 25.5055 -7.4230 -3.8925 -0.291 0.127 0.395 0.080
H 24.8245 -8.9819 -3.3526 -0.204 -0.011 0.207 0.094
H 28.9728 -11.9815 -1.4469 0.423 0.061 0.074 0.055
H 27.6551 -11.9583 -0.6152 -0.689 0.284 -0.068 0.048
C 16.6023 -7.8608 -8.3178 0.296 -0.005 -0.621 -0.040
C 18.1412 -7.8201 -8.6038 -0.409 0.686 0.539 -0.388
C 18.6215 -7.9383 -10.0800 -0.822 -1.393 1.527 -0.159
O 18.0590 -9.0479 -10.7977 -1.726 2.288 -0.888 -0.209
C 18.2469 -10.3382 -10.3373 1.697 0.202 -0.284 -0.125
N 18.7018 -6.5310 -8.0942 -0.001 -0.303 -0.341 0.070
H 16.4504 -8.0262 -7.2512 -0.063 0.307 -0.079 0.047
H 16.0277 -8.6239 -8.8429 0.555 -0.639 -0.119 0.063
H 16.0498 -6.9778 -8.6388 0.500 0.531 0.280 0.075
H 18.5634 -8.5957 -7.9648 0.167 -0.574 -0.354 0.116
H 19.7025 -8.0710 -10.0355 0.374 0.180 -0.155 0.106
H 18.3575 -6.9889 -10.5458 -0.049 -0.318 -0.491 0.122
H 18.0528 -10.4364 -9.2692 0.007 -0.344 -0.039 0.088
H 19.2871 -10.4896 -10.6259 0.669 -0.926 0.909 0.074
H 17.7368 -11.0699 -10.9639 -0.683 0.340 0.211 0.087
H 18.8818 -6.6018 -7.1029 -0.905 0.091 0.726 0.048
H 19.6802 -6.4787 -8.3393 0.385 -0.022 -0.861 0.033
C 30.8611 -9.3924 -6.3146 -1.072 1.084 0.942 -0.057
C 30.0931 -8.4080 -5.3730 0.298 0.302 -2.200 -0.411
C 28.6069 -8.2352 -5.9498 0.941 -0.390 0.350 -0.146
O 28.6795 -8.0000 -7.3844 0.998 -0.564 1.266 -0.185
C 27.4777 -7.9718 -8.0793 -1.719 0.995 0.448 -0.129
N 30.2471 -8.9271 -4.0346 -1.130 -0.037 0.176 0.032
H 31.0270 -8.9135 -7.2796 -0.267 -0.469 -0.056 0.072
H 30.1367 -10.2065 -6.2895 0.659 -0.635 -0.761 0.081
H 31.8238 -9.6562 -5.8768 -0.080 -0.179 0.031 0.066
H 30.5256 -7.4177 -5.5158 0.211 0.329 0.219 0.120
H 28.0988 -7.4220 -5.4314 0.051 0.495 -0.185 0.115
H 28.0108 -9.1043 -5.6715 0.058 -0.537 -0.462 0.099
H 27.0008 -8.8948 -8.4092 0.686 -0.614 0.023 0.082
H 27.5122 -7.2900 -8.9290 0.614 -0.160 -0.177 0.083
H 26.7013 -7.5180 -7.4634 -0.243 0.167 0.342 0.074
H 29.8368 -8.3328 -3.3286 0.086 0.106 0.089 0.076
H 31.2075 -9.1350 -3.8008 -0.027 0.189 -0.129 0.074
C 22.4997 -11.9277 -9.9489 0.385 0.183 -0.930 -0.073
C 23.6777 -10.9815 -9.6532 -1.325 0.302 1.726 -0.359
C 23.4286 -9.5149 -10.1210 -2.152 -3.344 -2.007 -0.310
O 24.3400 -8.6893 -9.6489 3.020 3.877 0.388 -0.173
C 24.4372 -7.5394 -10.5394 -0.193 0.055 0.418 -0.055
N 23.8172 -11.0124 -8.1480 0.683 -0.193 -1.552 0.043
H 22.6466 -12.9419 -9.5776 0.173 0.276 0.592 0.073
H 22.3645 -12.1154 -11.0141 -0.095 0.452 -0.284 0.068
H 21.5770 -11.4959 -9.5615 -0.053 -0.152 0.108 0.065
H 24.5975 -11.3241 -10.1272 0.097 -0.087 0.215 0.132
H 22.4149 -9.1495 -9.9568 -0.528 -0.189 0.540 0.126
H 23.5108 -9.5327 -11.2077 -0.146 -0.278 -0.603 0.113
H 24.5445 -7.8635 -11.5746 0.412 -0.259 -0.007 0.085
H 25.2171 -6.8253 -10.2748 0.372 -0.639 0.347 0.084
H 23.5479 -6.9096 -10.5613 -0.573 -0.312 0.450 0.072
H 22.9630 -10.6311 -7.7673 -0.143 0.023 0.103 0.049
H 24.5404 -10.3341 -7.9557 0.117 0.158 0.470 0.042
C 21.6902 -10.6421 -2.8092 1.350 0.396 -0.415 -0.051
C 21.5356 -10.9167 -1.3231 0.895 -0.637 0.962 -0.414
C 22.6922 -10.4102 -0.3541 1.166 0.519 -1.135 -0.146
O 23.7418 -11.3733 -0.2770 0.071 -1.036 -0.143 -0.207
C 24.8000 -11.1924 0.6360 -0.059 0.876 -0.356 -0.129
N 20.2368 -10.5396 -0.8997 -1.721 0.714 0.473 0.026
H 22.6690 -10.9437 -3.1820 0.286 -0.516 0.282 0.068
H 21.7362 -9.5852 -3.0720 -0.741 0.288 0.234 0.066
H 20.9826 -11.1796 -3.4405 -0.314 0.196 0.337 0.080
H 21.5146 -12.0010 -1.2131 0.647 -0.281 0.064 0.125
H 22.3819 -10.0821 0.6380 -0.634 -0.519 0.253 0.114
H 23.2305 -9.5377 -0.7243 -0.526 0.670 -0.531 0.111
H 24.4400 -10.9342 1.6320 -0.115 -0.967 0.463 0.087
H 25.4868 -10.3611 0.4769 -0.310 0.700 -0.770 0.053
H 25.4927 -12.0200 0.4836 -0.509 -0.531 0.752 0.084
H 20.0862 -10.5679 0.0986 0.294 -0.564 0.246 0.074
H 19.9896 -9.5790 -1.0899 0.369 -0.035 -0.560 -0.007
C 23.3127 -0.8535 -7.6266 0.777 2.370 -0.997 -0.084
C 22.9800 -1.5369 -6.3779 -0.929 -1.362 2.340 -0.418
C 22.0881 -0.7048 -5.4003 -0.016 -0.513 -0.520 -0.145
O 21.6830 -1.4292 -4.1851 0.522 2.670 0.670 -0.342
C 21.1223 -0.5030 -3.1155 0.777 -1.002 -1.185 0.005
N 22.4583 -2.8919 -6.6803 0.534 1.208 -0.124 0.004
H 23.6448 -1.5482 -8.3980 0.381 0.079 0.157 0.090
H 24.0803 -0.1403 -7.3263 0.602 0.047 -0.624 0.083
H 22.5858 -0.2128 -8.1256 -0.642 -0.353 0.320 0.083
H 23.9276 -1.7840 -5.8991 0.061 0.531 0.585 0.129
H 21.1947 -0.3960 -5.9431 -0.263 -0.102 0.024 0.122
H 22.6749 0.1991 -5.2368 -0.041 0.121 0.812 0.122
H 20.8171 -0.9900 -2.1894 0.005 -1.014 -0.592 0.086
H 20.2385 -0.0244 -3.5374 0.336 0.430 0.025 0.095
H 21.9612 0.1065 -2.7796 -0.229 0.596 -0.536 0.084
H 22.0507 -2.7147 -7.5872 -1.603 -0.322 -0.184 0.012
H 23.3302 -3.2484 -7.0446 0.271 -1.531 0.585 0.088
C 17.6874 -9.0266 -3.4352 -1.547 -0.357 0.632 -0.056
C 17.2172 -7.8897 -4.3306 0.976 -0.038 0.235 -0.410
C 15.7308 -7.4953 -4.1658 2.039 -1.044 -0.318 -0.199
O 15.3966 -6.6348 -5.2314 1.655 -2.059 0.940 -0.165
C 14.1513 -6.1501 -5.0424 -0.982 1.956 -0.373 -0.167
N 18.1323 -6.7772 -4.1850 -0.349 0.501 0.090 0.075
H 16.8885 -9.7663 -3.4862 0.270 -0.797 0.050 0.067
H 17.7203 -8.7344 -2.3855 0.032 0.268 0.070 0.069
H 18.6670 -9.4513 -3.6543 -0.146 0.127 -0.397 0.078
H 17.3180 -8.2780 -5.3441 -0.165 0.186 -0.328 0.115
H 15.5104 -7.1234 -3.1652 0.110 0.713 0.085 0.129
H 15.1942 -8.4423 -4.2229 -0.566 -0.177 -0.291 0.114
H 14.2492 -5.2495 -4.4363 -0.387 0.541 0.062 0.090
H 13.4505 -6.7723 -4.4858 -0.162 -0.591 -0.424 0.083
H 13.8629 -5.8903 -6.0610 -0.995 0.188 0.241 0.094
H 19.0471 -7.0595 -4.5067 -0.314 0.038 -0.507 0.011
H 18.3597 -6.7022 -3.2038 -0.506 0.457 0.477 0.047

---

No. 2
12
Properties=species:S:1:pos:R:3:forces:R:3:lowdin_charge:R:1 method="wB97M-V/def2-TZVPD" homo_lumo_gap_ha=0.39346 smiles="NCCC=O" e_above_lowest_ev=2.0666
N -1.4754 0.5032 1.1775 1.188 -2.072 -2.020 0.009
C -0.1879 -0.1868 0.7357 0.547 -0.223 2.576 -0.275
C 0.0535 -0.0781 -0.7428 -3.434 -2.264 -2.350 -0.214
C 1.3996 -0.1404 -1.3682 2.649 1.550 0.113 -0.258
O 2.3700 0.4171 -0.8443 -1.589 -1.288 -0.699 0.009
H -1.2315 1.3628 1.5545 0.611 2.182 0.457 0.028
H -1.8166 0.0213 1.9662 -0.635 -0.965 0.898 0.036
H 0.6755 0.1844 1.3563 -0.636 -0.081 -0.782 0.114
H -0.2189 -1.3117 1.0160 -0.251 1.847 -0.482 0.134
H -0.5008 0.7246 -1.3208 0.688 -0.208 1.124 0.138
H -0.6427 -0.9696 -1.0902 1.636 1.407 -0.144 0.144
H 1.5753 -0.5269 -2.4399 -0.774 0.114 1.309 0.136

---

No. 3
42
Properties=species:S:1:pos:R:3:forces:R:3:lowdin_charge:R:1 method="wB97M-V/def2-TZVPD" homo_lumo_gap_ha=0.34545 e_above_lowest_ev=1.4493 total_charge=+1
F -0.9038 0.0141 0.7066 0.191 0.003 -0.061 0.067
N -0.4315 1.0659 -0.0727 0.009 -0.087 0.194 -0.006
C -0.3930 0.6005 -1.5126 -0.013 0.061 0.146 -0.028
C 0.9266 1.0564 -2.1067 -0.078 0.016 -0.136 -0.175
O 1.9609 0.4314 -1.3906 0.111 0.000 -0.125 -0.094
C 2.0961 0.8703 -0.0514 -0.110 0.067 0.223 -0.138
C 0.8662 1.5962 0.4861 -0.297 -0.081 -0.274 -0.032
H -1.1545 1.7734 0.0713 0.015 0.029 -0.053 0.208
H -0.4367 -0.4882 -1.4601 -0.007 0.062 -0.063 0.128
H -1.2966 0.9570 -2.0042 0.087 0.055 -0.027 0.151
H 1.0311 2.1486 -2.1238 -0.041 -0.046 0.011 0.140
H 0.9791 0.7124 -3.1388 0.017 -0.019 0.068 0.135
H 2.3250 -0.0063 0.5548 -0.042 0.014 -0.041 0.140
H 2.9278 1.5768 0.0477 0.007 -0.089 -0.035 0.143
H 0.8405 2.6487 0.1945 0.058 -0.057 -0.021 0.153
H 0.7983 1.5561 1.5759 0.127 0.097 -0.151 0.097
C 0.0325 0.7804 5.1627 0.183 0.210 0.048 -0.152
C 0.8733 1.9136 5.7561 0.085 -0.050 -0.056 -0.154
C 1.7284 2.3243 4.5607 -0.064 0.063 0.107 -0.166
O 0.9067 2.0902 3.3946 0.123 0.044 0.190 -0.196
C -0.2364 1.3274 3.7704 -0.376 -0.389 0.145 -0.220
H -0.8807 0.5698 5.7150 0.001 0.031 0.006 0.120
H 0.6218 -0.1360 5.1063 -0.007 -0.016 -0.008 0.119
H 0.2348 2.7393 6.0723 -0.007 0.007 -0.007 0.119
H 1.4777 1.6025 6.6059 0.001 0.011 -0.003 0.119
H 2.6327 1.7156 4.4878 -0.018 -0.025 -0.031 0.122
H 2.0119 3.3755 4.5648 0.000 -0.003 0.022 0.122
H -1.1279 1.9639 3.7698 0.031 0.043 -0.037 0.127
H -0.3775 0.5196 3.0485 -0.060 0.046 -0.019 0.100
C -1.9832 -3.6201 -4.4614 0.049 -0.050 0.047 -0.158
C -0.5391 -3.1296 -4.5883 -0.200 0.006 0.043 -0.154
C -0.6385 -1.7600 -3.9328 0.250 -0.013 -0.048 -0.219
O -1.6473 -1.8534 -2.9250 0.038 -0.024 0.030 -0.176
C -2.3694 -3.0912 -3.0874 -0.050 0.084 -0.045 -0.181
H -2.0774 -4.7024 -4.5272 -0.003 0.005 -0.009 0.118
H -2.6100 -3.1731 -5.2341 0.003 0.015 -0.006 0.118
H 0.1321 -3.7754 -4.0204 0.008 -0.002 0.003 0.119
H -0.1803 -3.0759 -5.6140 -0.018 -0.007 -0.009 0.118
H -0.9183 -0.9904 -4.6608 -0.022 -0.003 0.009 0.125
H 0.3047 -1.4722 -3.4587 0.004 0.020 -0.030 0.103
H -2.0747 -3.7831 -2.2943 0.025 0.004 0.006 0.120
H -3.4317 -2.8727 -2.9865 -0.007 -0.032 -0.002 0.120

---

No. 4
57
Properties=species:S:1:pos:R:3:forces:R:3:lowdin_charge:R:1 method="wB97M-V/def2-TZVPD" homo_lumo_gap_ha=0.34577 smiles=OCCO.OCCO.OCCO.O.O.O.O.O.O.O.O.O e_above_lowest_ev=3.1106
O 5.9320 2.1858 -2.4520 -0.020 -1.044 0.428 -0.078
C 5.2844 0.8810 -2.3565 -0.362 0.798 -1.575 -0.219
C 4.2304 0.7747 -1.2614 1.482 1.245 0.585 -0.254
O 3.4510 -0.3797 -1.3961 -2.111 1.422 -0.370 -0.062
H 5.3553 2.9640 -2.3489 -0.164 -0.945 -0.075 0.090
H 4.7653 0.6470 -3.3274 0.161 0.422 0.690 0.131
H 6.0561 0.1017 -2.3280 0.198 0.495 0.509 0.122
H 3.6746 1.7340 -1.3481 -0.480 -0.986 0.065 0.124
H 4.6532 0.7815 -0.2461 0.225 0.123 -0.255 0.134
H 3.9956 -1.1244 -1.4889 1.353 -1.507 -0.018 0.075
O 0.1515 -1.1149 -0.2232 -0.157 -1.703 -1.368 -0.112
C 1.0553 -0.7392 0.7620 0.315 2.471 -0.053 -0.225
C 0.2097 -0.1241 1.9371 1.099 0.102 -2.152 -0.214
O -0.4934 -1.1654 2.4879 -0.978 -0.848 2.255 -0.082
H 0.6693 -1.5879 -0.9294 -0.789 0.512 0.802 0.061
H 1.7852 -1.5431 0.9891 -0.594 0.269 0.577 0.139
H 1.6101 0.0681 0.2648 0.509 0.129 0.820 0.085
H -0.5900 0.5903 1.5381 1.674 -0.414 0.275 0.113
H 0.9222 0.3467 2.6529 -0.779 -0.164 -0.248 0.135
H -0.5103 -1.9511 1.9395 -0.018 -0.337 -0.431 0.043
O -5.4547 1.1694 1.4305 -0.400 0.198 0.748 -0.041
C -4.6181 1.2554 2.5832 0.134 -0.644 -1.078 -0.229
C -3.5078 0.2163 2.4460 -0.002 1.388 -1.614 -0.274
O -2.5178 0.4909 3.3670 1.152 -0.450 1.585 -0.075
H -5.1210 1.7062 0.7086 0.309 -0.021 0.036 0.087
H -4.1879 2.2169 2.7460 0.670 1.123 -0.528 0.085
H -5.1980 1.2493 3.4818 -0.782 -1.111 0.498 0.117
H -3.0413 0.3478 1.4476 -0.663 -0.115 -0.050 0.100
H -3.8745 -0.7798 2.4272 -0.520 -1.037 0.440 0.119
H -1.8727 -0.2566 3.3417 -0.293 0.628 -0.070 0.076
O -2.2625 2.8602 1.2623 -0.594 1.804 0.834 -0.054
H -2.6381 3.7216 1.5788 0.480 -1.038 -0.641 0.117
H -2.4526 2.2657 1.9981 0.275 -0.416 0.294 0.029
O 0.4118 2.7685 0.4267 1.407 1.969 -0.691 -0.055
H -0.4298 3.0874 0.7427 -1.095 -0.436 0.594 0.006
H 0.7528 3.6419 0.1017 0.138 -1.155 0.316 0.099
O -1.1545 -3.5352 1.1214 0.087 0.126 0.164 -0.041
H -2.1095 -3.3843 1.1894 0.263 -0.455 0.003 0.087
H -0.8980 -4.3938 1.4878 -0.654 0.181 0.122 0.084
O 1.0100 -4.4275 -0.4056 0.092 -0.646 0.551 -0.054
H 1.0654 -3.8915 -1.1873 0.542 0.176 -0.671 -0.035
H 0.2792 -3.9973 0.0345 -0.420 0.144 0.313 -0.028
O -1.6548 1.2576 -0.8438 -0.925 1.850 1.503 -0.060
H -1.7941 1.8808 -0.0626 0.021 -1.249 -1.757 0.027
H -0.7111 1.2015 -0.9420 0.598 -0.281 -0.332 -0.012
O -0.7901 -0.3961 -3.1656 0.911 -0.078 -0.056 -0.042
H -0.0384 -0.2367 -2.5687 -0.415 0.583 -0.242 -0.011
H -0.9480 -1.3223 -3.0045 -0.748 -0.415 0.080 0.013
O 1.4200 -2.5473 -2.2672 0.016 0.094 -0.571 -0.030
H 2.2593 -2.2322 -2.6253 -0.236 0.036 -0.074 0.077
H 0.8371 -2.7228 -3.0200 0.247 0.190 -0.028 0.093
O -2.6249 -1.1112 -0.7207 -0.679 -1.788 0.416 -0.071
H -1.8895 -1.4799 -0.2253 0.174 -0.282 -0.032 -0.019
H -2.2890 -0.2283 -0.8412 0.100 1.242 -0.422 -0.058
O 1.0592 1.4261 -1.9140 0.383 -0.801 -1.407 -0.042
H 1.8369 0.8452 -1.8389 -0.472 0.487 0.408 0.021
H 0.9394 1.9887 -1.1560 0.333 0.159 0.896 -0.011